{
  "formula": "C58H42F9N4O2PPtS2Si",
  "method": "wB97M-V/def2-TZVPD",
  "species": ["Pt", "O", "S", "O", "N", "C", "C", "C", "C", "C", "C", "C", "C", "N", "C", "C", "C", "C", "C", "C", "C", "H", "H", "H", "H", "H", "H", "H", "H", "H", "H", "H", "F", "C", "F", "F", "C", "C", "C", "C", "C", "C", "P", "C", "C", "C", "C", "C", "C", "C", "F", "F", "F", "C", "C", "C", "C", "C", "C", "C", "F", "F", "F", "H", "H", "H", "H", "H", "H", "H", "H", "H", "H", "H", "H", "C", "C", "C", "C", "C", "C", "Si", "C", "C", "C", "C", "C", "C", "C", "C", "C", "C", "C", "C", "H", "H", "H", "H", "H", "H", "H", "H", "H", "H", "H", "H", "H", "H", "H", "S", "C", "N", "C", "C", "C", "N", "H", "H", "H", "H"],
  "positions_angstrom": [[-1.141, 0.216, 0.289], [-2.121, 0.992, 4.097], [-0.920, 0.652, 3.377], [-0.379, 1.674, 2.507], [-1.082, -0.645, 2.429], [-1.837, -1.686, 2.838], [-2.041, -2.022, 4.169], [-2.826, -3.115, 4.529], [-3.466, -3.871, 3.580], [-3.347, -3.532, 2.220], [-4.066, -4.183, 1.198], [-3.931, -3.764, -0.097], [-3.042, -2.722, -0.382], [-2.334, -2.117, 0.540], [-2.490, -2.467, 1.828], [0.361, 0.196, 4.561], [0.178, 0.332, 5.923], [1.195, -0.050, 6.783], [2.380, -0.561, 6.276], [2.550, -0.706, 4.908], [1.528, -0.333, 4.053], [-1.578, -1.417, 4.931], [-2.933, -3.362, 5.575], [-4.073, -4.722, 3.848], [-4.725, -5.000, 1.454], [-4.492, -4.221, -0.897], [-2.917, -2.387, -1.400], [-0.753, 0.737, 6.290], [1.058, 0.046, 7.849], [3.169, -0.850, 6.953], [3.469, -1.107, 4.504], [1.612, -0.443, 2.985], [3.480, -6.106, 1.980], [3.894, -4.922, 2.469], [5.231, -4.914, 2.365], [3.624, -4.952, 3.789], [3.236, -3.756, 1.792], [3.996, -2.851, 1.060], [3.394, -1.743, 0.499], [2.021, -1.524, 0.662], [1.260, -2.476, 1.338], [1.857, -3.582, 1.911], [1.249, 0.022, 0.071], [2.147, 1.320, 1.007], [1.606, 2.605, 0.968], [2.218, 3.659, 1.616], [3.374, 3.431, 2.354], [3.914, 2.151, 2.422], [3.306, 1.108, 1.751], [4.052, 4.533, 3.117], [5.311, 4.757, 2.687], [4.163, 4.253, 4.432], [3.416, 5.708, 3.039], [2.102, 0.212, -1.546], [2.603, -0.887, -2.247], [3.203, -0.720, -3.478], [3.256, 0.543, -4.058], [2.767, 1.648, -3.369], [2.227, 1.481, -2.111], [3.902, 0.720, -5.400], [3.486, 1.821, -6.044], [5.244, 0.835, -5.302], [3.685, -0.311, -6.234], [5.054, -3.013, 0.921], [3.985, -1.046, -0.078], [0.195, -2.328, 1.439], [1.268, -4.315, 2.443], [0.660, 2.763, 0.477], [1.802, 4.653, 1.558], [4.810, 1.977, 3.000], [3.742, 0.126, 1.837], [2.519, -1.885, -1.845], [3.622, -1.564, -4.004], [2.810, 2.629, -3.816], [1.903, 2.342, -1.550], [-0.190, 4.265, -4.341], [-0.854, 3.255, -5.017], [-1.241, 2.101, -4.355], [-0.972, 1.935, -2.999], [-0.345, 2.979, -2.334], [0.054, 4.130, -2.986], [-1.445, 0.322, -2.059], [-0.430, -1.157, -2.786], [-0.202, -2.295, -2.016], [0.426, -3.410, -2.544], [0.869, -3.399, -3.856], [0.676, -2.266, -4.627], [0.027, -1.162, -4.100], [-3.226, 0.043, -2.709], [-4.211, 0.987, -2.437], [-5.486, 0.855, -2.951], [-5.799, -0.221, -3.766], [-4.827, -1.161, -4.058], [-3.554, -1.032, -3.530], [0.137, 5.152, -4.862], [-1.066, 3.369, -6.070], [-1.763, 1.322, -4.893], [-0.178, 2.862, -1.279], [0.559, 4.913, -2.439], [-0.518, -2.301, -0.983], [0.576, -4.287, -1.932], [1.368, -4.260, -4.274], [1.035, -2.237, -5.646], [-0.104, -0.281, -4.710], [-3.966, 1.839, -1.819], [-6.239, 1.594, -2.723], [-6.793, -0.323, -4.174], [-5.059, -1.995, -4.705], [-2.800, -1.767, -3.777], [-3.486, 0.525, 0.832], [-3.292, 2.207, 0.769], [-4.338, 3.000, 1.175], [-4.249, 4.377, 1.067], [-3.090, 4.907, 0.573], [-2.054, 4.046, 0.203], [-2.180, 2.699, 0.279], [-5.154, 2.562, 1.572], [-5.104, 4.952, 1.375], [-2.975, 5.973, 0.470], [-1.128, 4.428, -0.191]],
  "largest_force_ev_per_a": 4.17,
  "lumo_energy_ha": -0.0450,
  "gap_ev": 5.91,
  "energy_ev": -137428.1851
}



{
  "formula": "C58H44BInN5O4",
  "method": "wB97M-V/def2-TZVPD",
  "species": ["In", "C", "C", "C", "C", "C", "C", "C", "C", "C", "C", "C", "N", "C", "C", "C", "C", "C", "C", "C", "C", "C", "C", "C", "C", "C", "N", "C", "C", "C", "C", "C", "C", "C", "C", "C", "C", "C", "C", "N", "C", "C", "N", "C", "C", "C", "C", "C", "C", "H", "H", "H", "H", "H", "H", "H", "H", "H", "H", "H", "H", "H", "H", "H", "H", "H", "H", "H", "H", "H", "H", "H", "H", "H", "H", "H", "H", "O", "C", "N", "C", "O", "C", "C", "C", "C", "C", "C", "H", "H", "H", "H", "C", "C", "C", "O", "B", "O", "C", "C", "C", "H", "H", "H", "H", "H", "H", "H", "H", "H", "H", "H", "H"],
  "positions_angstrom": [[0.316, -0.268, 0.358], [-8.435, 1.566, 1.381], [-8.045, 0.243, 1.532], [-6.802, -0.180, 1.112], [-5.902, 0.715, 0.514], [-6.312, 2.049, 0.376], [-7.559, 2.463, 0.789], [-4.555, 0.352, 0.168], [-4.112, -0.928, -0.157], [-4.951, -2.010, -0.639], [-4.133, -3.049, -0.898], [-2.797, -2.636, -0.483], [-2.811, -1.344, -0.113], [-1.756, -3.566, -0.311], [-0.638, -3.377, 0.529], [0.290, -4.390, 0.962], [1.031, -3.844, 1.964], [0.590, -2.491, 2.142], [0.901, -1.643, 3.209], [1.668, -2.242, 4.321], [3.048, -2.373, 4.231], [3.757, -3.017, 5.230], [3.092, -3.533, 6.330], [1.718, -3.386, 6.434], [1.008, -2.744, 5.437], [0.323, -0.362, 3.364], [-0.352, 0.159, 2.306], [-1.128, 1.162, 2.716], [-2.313, 1.245, 1.829], [-3.340, 0.428, 2.561], [-3.161, -0.934, 2.774], [-4.091, -1.633, 3.517], [-5.167, -0.980, 4.096], [-5.320, 0.384, 3.918], [-4.408, 1.087, 3.154], [-2.122, 1.140, 0.364], [-1.781, 1.327, -1.110], [-3.034, 1.655, -1.412], [-3.539, 1.407, 0.019], [-2.815, 2.314, 0.946], [-0.927, 1.358, 4.093], [0.019, 0.428, 4.496], [-0.397, -2.240, 1.211], [-1.955, -4.884, -0.940], [-2.102, -4.960, -2.325], [-2.275, -6.174, -2.959], [-2.320, -7.343, -2.218], [-2.206, -7.281, -0.840], [-2.026, -6.066, -0.204], [-9.406, 1.896, 1.727], [-8.714, -0.462, 2.006], [-6.497, -1.198, 1.295], [-5.623, 2.756, -0.059], [-7.849, 3.498, 0.667], [-6.006, -1.925, -0.822], [-4.403, -4.020, -1.271], [0.373, -5.384, 0.559], [1.804, -4.325, 2.535], [3.546, -1.968, 3.363], [4.829, -3.141, 5.145], [3.641, -4.051, 7.103], [1.194, -3.795, 7.286], [-0.067, -2.640, 5.499], [-2.311, -1.429, 2.330], [-3.976, -2.699, 3.648], [-5.889, -1.530, 4.683], [-6.157, 0.900, 4.366], [-4.516, 2.150, 2.999], [-0.870, 1.270, -1.675], [-3.551, 1.934, -2.309], [-1.424, 2.093, 4.697], [0.419, 0.310, 5.488], [-2.085, -4.044, -2.899], [-2.366, -6.214, -4.036], [-2.462, -8.294, -2.712], [-2.260, -8.193, -0.260], [-1.971, -6.018, 0.875], [0.643, 2.693, -2.520], [0.961, 2.887, -1.362], [1.013, 1.948, -0.378], [1.561, 2.457, 0.746], [1.839, 1.806, 1.740], [1.788, 3.922, 0.541], [2.188, 4.922, 1.399], [2.150, 6.230, 0.927], [1.749, 6.507, -0.371], [1.379, 5.490, -1.246], [1.396, 4.198, -0.767], [2.492, 4.682, 2.407], [2.423, 7.045, 1.586], [1.712, 7.536, -0.701], [1.066, 5.706, -2.257], [5.048, -1.961, -1.466], [4.536, -0.606, -0.962], [5.153, 0.517, -1.790], [3.111, -0.593, -1.178], [2.486, -0.732, 0.008], [3.340, -0.788, 1.053], [4.659, -0.435, 0.593], [4.916, 1.010, 1.028], [5.702, -1.336, 1.255], [4.702, -2.101, -2.487], [4.638, -2.769, -0.864], [6.134, -2.002, -1.448], [4.960, 0.320, -2.840], [6.226, 0.576, -1.630], [4.697, 1.468, -1.540], [4.169, 1.667, 0.594], [5.913, 1.334, 0.740], [4.808, 1.068, 2.107], [5.441, -2.386, 1.166], [5.765, -1.089, 2.312], [6.677, -1.168, 0.802]],
  "largest_force_ev_per_a": 1.58,
  "lumo_energy_ha": [0.0583, 0.0575],
  "charge": -1,
  "gap_ev": [5.07, 4.98],
  "energy_ev": -82349.6049
}